No. 1
The following is a DFT calculation (ωB97M-V/def2-TZVPD) of a structure of composition C13H22B3Cl12NO6.

Frontier orbital gap in eV: 9.133

```
! RIJCOSX wB97M-V def2-TZVPD def2/J DEFGRID3
* xyz 0 1
C 5.187 -0.866 2.677
N 3.779 -0.527 2.429
C 2.969 -1.656 1.945
C 3.192 0.076 3.597
O 3.020 -0.528 4.623
C 2.774 1.523 3.426
B 1.196 1.555 3.467
O 0.542 1.225 4.644
B -0.557 0.440 4.375
O -1.450 0.917 3.435
B -0.850 1.341 2.261
C -1.542 1.295 0.859
C -2.601 0.202 0.617
C -2.230 -1.186 1.155
C -2.930 -1.643 2.449
O -3.911 -0.681 2.875
C -4.172 -0.664 4.183
O -4.130 -1.613 4.914
O 0.456 1.846 2.341
H 5.313 -1.893 3.026
H 5.589 -0.205 3.443
H 5.761 -0.697 1.769
H 2.297 -2.038 2.714
H 2.387 -1.325 1.086
H 3.619 -2.454 1.595
H 3.140 1.874 2.468
H 3.187 2.094 4.256
H -0.653 -0.650 4.842
H -0.743 1.193 0.127
H -2.006 2.272 0.685
H -3.564 0.532 0.989
H -2.709 0.118 -0.465
H -2.468 -1.922 0.389
H -1.149 -1.259 1.291
H -3.433 -2.595 2.294
H -2.220 -1.807 3.256
H -4.444 0.341 4.524
C 0.787 0.161 -2.386
Cl 0.846 -1.132 -1.181
Cl -0.820 0.275 -3.101
Cl 1.278 1.694 -1.675
H 1.491 -0.085 -3.169
C 4.155 3.836 -3.770
Cl 5.719 4.290 -4.442
Cl 3.734 2.183 -4.221
Cl 4.139 4.034 -2.019
H 3.406 4.495 -4.188
C -3.597 1.268 -6.151
Cl -3.565 -0.008 -4.937
Cl -5.196 1.399 -6.882
Cl -3.089 2.808 -5.459
H -2.894 1.002 -6.930
C -2.680 -3.846 -6.774
Cl -1.616 -4.616 -7.950
Cl -1.761 -3.263 -5.385
Cl -3.600 -2.539 -7.520
H -3.382 -4.589 -6.422
*
```


No. 2
The following is a DFT calculation (ωB97M-V/def2-TZVPD) of a structure of composition C13H22Br9F5GaO3S.

Frontier orbital gap in eV: 7.293

```
! RIJCOSX wB97M-V def2-TZVPD def2/J DEFGRID3
* xyz -1 1
C 1.413 -0.173 -1.017
S 1.403 0.133 -2.773
O 2.731 -0.266 -3.257
O 0.250 -0.605 -3.293
Ga 1.256 2.462 -3.049
C 2.715 3.162 -1.812
C 2.772 4.590 -1.409
O 3.262 5.081 -0.452
Br 1.914 5.824 -2.700
C -0.686 3.047 -2.599
F -1.559 2.083 -3.058
F -1.067 4.192 -3.240
C -1.056 3.253 -1.105
F 0.032 3.518 -0.370
F -1.925 4.239 -0.890
F -1.608 2.143 -0.577
H 1.409 -1.246 -0.815
H 0.531 0.316 -0.592
H 2.309 0.310 -0.614
H 1.533 2.805 -4.555
H 2.719 2.610 -0.861
H 3.669 2.928 -2.309
Br -5.899 4.963 -1.047
C -4.792 3.362 -1.011
C -5.590 2.103 -1.203
Br -6.616 1.623 0.382
H -4.262 3.376 -0.065
H -4.078 3.478 -1.823
H -4.922 1.265 -1.389
H -6.306 2.192 -2.014
Br 2.380 -2.492 1.446
C 4.130 -2.681 2.258
C 4.537 -1.413 2.966
Br 5.016 -0.002 1.721
H 4.821 -2.946 1.463
H 4.058 -3.501 2.970
H 5.415 -1.584 3.585
H 3.728 -1.020 3.575
Br 0.401 0.759 2.112
C -1.488 0.315 2.123
C -1.731 -1.102 2.575
Br -1.279 -2.419 1.218
H -1.854 0.494 1.116
H -1.956 1.018 2.810
H -2.789 -1.250 2.783
H -1.148 -1.352 3.456
Br -0.937 -5.616 -0.423
C 0.121 -6.760 0.736
C -0.483 -6.933 2.106
Br -0.225 -5.371 3.231
H 1.115 -6.324 0.780
H 0.165 -7.722 0.230
H 0.004 -7.754 2.627
H -1.552 -7.113 2.056
*
```


No. 3
The following is a DFT calculation (ωB97M-V/def2-TZVPD) of an isolated molecule of C13H22ClN5.

SMILES: Cc1c(Cl)nc(N2CCN(C)CC2)nc1NC(C)C
ΔE to the lowest compared entry with this formula, charge and spin in kJ/mol: 217.2
Frontier orbital gap in eV: 7.935

```
! RIJCOSX wB97M-V def2-TZVPD def2/J DEFGRID3
* xyz 0 1
C -2.349 -3.592 -0.890
C -1.117 -2.831 -0.579
C 0.113 -3.275 -0.896
Cl 0.254 -4.950 -1.381
N 1.182 -2.483 -0.904
C 1.011 -1.297 -0.496
N 2.111 -0.481 -0.532
C 2.142 0.701 -1.348
C 1.767 1.901 -0.422
N 2.431 2.084 0.876
C 3.783 2.772 0.872
C 2.210 0.846 1.719
C 2.741 -0.336 0.827
N -0.082 -0.789 0.009
C -1.216 -1.481 -0.261
N -2.344 -0.729 -0.251
C -2.622 0.595 0.277
C -3.738 0.650 1.264
C -2.828 1.716 -0.824
H -3.150 -3.067 -0.201
H -2.437 -4.676 -0.593
H -2.604 -3.515 -1.950
H 3.237 0.770 -1.707
H 1.481 0.626 -2.152
H 1.840 2.861 -1.022
H 0.686 1.790 -0.212
H 3.822 3.674 0.308
H 4.673 2.120 0.511
H 3.954 2.855 1.931
H 1.196 0.747 1.854
H 2.842 0.848 2.661
H 3.826 -0.393 0.879
H 2.522 -1.272 1.462
H -3.098 -1.309 -0.556
H -1.611 0.941 0.725
H -3.595 0.070 2.142
H -3.879 1.682 1.484
H -4.657 0.222 0.835
H -3.794 1.789 -1.319
H -2.491 2.620 -0.361
H -2.213 1.596 -1.778
*
```


No. 4
The following is a DFT calculation (ωB97M-V/def2-TZVPD) of a structure of composition C13H22MgN10S3.

ΔE to the lowest compared entry with this formula, charge and spin in kJ/mol: 0.0
Frontier orbital gap in eV: 8.571

```
! RIJCOSX wB97M-V def2-TZVPD def2/J DEFGRID3
* xyz 2 1
Mg -0.907 -0.255 0.162
N -0.311 -1.952 3.296
C -0.582 -0.638 3.324
N -0.915 0.075 2.245
C -1.353 1.365 2.598
C -1.400 1.636 3.923
S -0.839 0.249 4.843
C -1.620 2.273 1.453
C -1.866 3.626 1.517
S -2.016 4.310 -0.086
C -1.558 2.744 -0.740
N -1.389 1.755 0.136
N -1.275 2.619 -2.046
H 0.055 -2.279 2.441
H 0.008 -2.426 4.127
H -1.671 2.551 4.451
H -2.051 4.143 2.444
H -1.464 3.349 -2.723
H -1.418 1.676 -2.458
C 1.946 -1.434 -0.036
N 1.020 -0.330 -0.714
C 1.105 -0.726 -2.217
N 2.408 -0.698 -2.747
C 3.226 -1.649 -1.990
N 3.276 -1.388 -0.576
C 3.891 -0.060 -0.505
N 3.034 0.935 -1.144
C 1.729 0.978 -0.583
C 2.955 0.603 -2.587
H 1.555 -2.377 -0.302
H 1.970 -1.286 1.050
H 0.448 -0.086 -2.824
H 0.753 -1.716 -2.222
H 4.219 -1.515 -2.372
H 2.878 -2.653 -2.241
H 4.847 0.009 -1.075
H 4.082 0.250 0.476
H 1.146 1.743 -1.093
H 1.758 1.246 0.516
H 4.014 0.662 -3.001
H 2.272 1.339 -3.112
N -4.679 -2.098 -0.922
C -3.583 -2.026 -0.127
N -3.759 -2.043 1.222
S -2.073 -2.071 -0.887
H -5.551 -2.393 -0.457
H -4.679 -2.336 -1.897
H -4.661 -1.824 1.607
H -2.977 -1.878 1.852
*
```


No. 5
The following is a DFT calculation (ωB97M-V/def2-TZVPD) of an isolated molecule of C13H22N2.

SMILES: CC[C@H](c1ccccc1)N(N)C(C)(C)C
ΔE to the lowest compared entry with this formula, charge and spin in kJ/mol: 52.8
Frontier orbital gap in eV: 8.594

```
! RIJCOSX wB97M-V def2-TZVPD def2/J DEFGRID3
* xyz 0 1
C -0.969 3.073 -0.867
C 0.117 2.012 -0.910
C -0.336 0.644 -0.413
C -0.557 0.676 1.096
C 0.589 0.701 1.855
C 0.584 0.744 3.223
C -0.681 0.905 3.815
C -1.836 0.887 3.089
C -1.779 0.769 1.703
N 0.692 -0.357 -0.616
N 2.010 0.101 -0.901
C 0.277 -1.704 -1.167
C -0.190 -1.423 -2.672
C 1.639 -2.571 -1.196
C -0.646 -2.472 -0.291
H -1.193 3.374 0.159
H -0.465 4.052 -1.273
H -1.773 2.619 -1.488
H 0.457 1.984 -1.929
H 1.063 2.343 -0.372
H -1.245 0.349 -0.895
H 1.615 0.713 1.482
H 1.444 0.647 3.842
H -0.735 0.759 4.845
H -2.817 1.117 3.572
H -2.657 0.945 1.141
H 2.628 -0.351 -0.255
H 2.185 -0.100 -1.880
H 0.358 -2.129 -3.167
H -1.328 -1.460 -2.800
H 0.172 -0.486 -3.103
H 1.960 -2.649 -0.154
H 2.424 -1.970 -1.682
H 1.423 -3.604 -1.600
H -0.422 -2.155 0.723
H -1.630 -2.422 -0.580
H -0.376 -3.559 -0.334
*
```


No. 6
The following is a DFT calculation (ωB97M-V/def2-TZVPD) of a structure of composition C13H22N4O3PtS.

⟨S²⟩: 2.03
ΔE to the lowest compared entry with this formula, charge and spin in kJ/mol: 229.4
Frontier orbital gap (spin up / spin down) in eV: 6.459 / 6.653

```
! RIJCOSX wB97M-V def2-TZVPD def2/J DEFGRID3
* xyz 2 3
C -0.623 -1.502 -2.617
C -1.270 -0.690 -3.733
H -0.741 -2.584 -2.755
H 0.428 -1.188 -2.615
C -1.382 0.661 -3.592
C -1.149 1.363 -2.374
H -2.076 1.365 -1.577
H -0.612 2.370 -2.501
C -1.654 -1.451 -4.961
H -1.421 -2.509 -4.732
H -1.116 -1.237 -5.904
H -2.738 -1.388 -5.159
C -1.727 1.392 -4.891
H -2.734 1.121 -5.206
H -1.076 1.075 -5.720
H -1.668 2.484 -4.811
Pt 0.363 0.062 3.554
O -0.052 -0.212 1.537
C 0.487 0.343 0.519
O 1.222 1.835 3.005
C 1.811 1.922 1.890
O 2.754 2.814 1.720
N 1.579 1.195 0.739
C 3.317 2.641 0.366
C 2.440 1.670 -0.363
H 4.351 2.285 0.473
H 3.323 3.648 -0.070
H 2.989 0.841 -0.824
H 1.795 2.164 -1.086
C 0.054 0.120 -0.886
C -0.744 -0.981 -1.110
H 0.733 0.553 -1.632
H -1.079 -1.560 -0.205
H -1.690 -1.116 -1.883
N -0.615 -1.686 3.964
N -0.528 -2.099 5.329
C 0.125 -1.340 6.207
N 0.242 -1.739 7.477
S 0.786 0.200 5.793
H -0.250 -2.455 3.399
H -1.609 -1.617 3.741
H -0.975 -2.973 5.619
H 0.767 -1.124 8.100
H -0.038 -2.674 7.778
*
```


| no. | F_max (eV/Å) |
| --- | --- |
| 1 | 0.99 |
| 2 | 0.65 |
| 3 | 5.35 |
| 4 | 2.43 |
| 5 | 3.92 |
| 6 | 4.41 |